1.
Computed, not measured: C38H45ClFN6O4PtSe as an isolated structure, with ωB97M-V/def2-TZVPD.

The calculation puts the energy relative to the best compared isomer or geometry (same formula, charge and spin) at 0.00 kcal per mole. For the orbital gap (alpha / beta), the calculation gives 5.491 / 5.982 eV.

ORCA input file:
```
! RIJCOSX wB97M-V def2-TZVPD def2/J DEFGRID3
* xyz 1 3
Pt 1.678 -0.333 0.805
C -4.598 -3.813 2.584
C -4.699 -2.931 1.380
N -3.605 -1.954 1.324
C -2.559 -2.144 0.464
C -1.439 -1.344 0.347
C -0.489 -1.849 -0.774
O -0.970 -2.649 -1.568
O 0.711 -1.431 -0.822
C -1.352 -0.185 1.191
O -0.417 0.621 1.232
C -2.573 0.051 2.029
C -2.659 1.212 2.776
C -3.775 1.561 3.501
F -3.761 2.734 4.145
C -4.892 0.682 3.585
C -4.793 -0.479 2.826
C -3.642 -0.802 2.072
N -6.028 0.941 4.386
C -6.225 2.382 4.838
C -7.605 2.456 5.455
N -8.412 1.264 5.071
C -7.795 -0.023 5.626
C -6.245 -0.001 5.451
H -5.391 -4.592 2.546
H -4.685 -3.249 3.518
H -3.654 -4.340 2.609
H -5.667 -2.404 1.284
H -4.588 -3.599 0.499
H -2.645 -3.008 -0.206
H -1.760 1.802 2.811
H -5.619 -1.171 2.731
H -6.242 2.986 3.927
H -5.494 2.722 5.526
H -8.222 3.306 5.183
H -7.652 2.417 6.556
H -8.525 1.149 4.058
H -9.375 1.325 5.486
H -8.241 -0.897 5.143
H -8.086 -0.064 6.689
H -5.967 -1.031 5.128
H -5.734 0.232 6.410
C 4.923 2.187 -2.946
C 4.403 2.644 -4.353
C 5.460 2.259 -5.399
C 4.361 4.177 -4.330
C 3.084 1.973 -4.697
O 2.684 2.360 -6.040
C 3.139 0.448 -4.539
C 2.048 -0.373 -5.265
C 2.079 -1.773 -4.746
C 3.072 -2.655 -5.104
C 3.162 -3.943 -4.621
C 2.203 -4.361 -3.784
Cl 2.220 -5.994 -3.159
C 1.192 -3.526 -3.380
C 1.111 -2.229 -3.867
C 1.843 2.526 -4.005
N 1.810 2.324 -2.537
C 1.670 1.157 -1.880
N 1.698 1.363 -0.565
C 1.926 2.699 -0.490
N 1.894 3.324 -1.684
H 5.778 2.739 -2.639
H 5.191 1.139 -2.960
H 4.161 2.278 -2.172
H 6.374 2.782 -5.153
H 5.233 2.568 -6.443
H 5.600 1.146 -5.428
H 5.415 4.515 -4.163
H 3.747 4.483 -3.449
H 3.953 4.599 -5.239
H 3.277 1.995 -6.715
H 3.169 0.245 -3.477
H 4.120 0.150 -4.877
H 2.214 -0.421 -6.329
H 1.048 -0.036 -5.051
H 3.827 -2.312 -5.783
H 3.986 -4.562 -4.974
H 0.465 -3.777 -2.606
H 0.287 -1.589 -3.599
H 0.962 1.988 -4.332
H 1.708 3.569 -4.175
H 1.514 0.185 -2.337
H 1.967 3.249 0.439
Se 2.802 -2.232 1.596
C 4.241 -1.582 2.711
C 5.049 -2.568 3.354
C 6.139 -2.179 4.154
C 6.444 -0.853 4.218
C 5.722 0.103 3.545
C 4.614 -0.256 2.826
H 4.789 -3.595 3.213
H 6.670 -2.917 4.662
H 7.317 -0.626 4.789
H 5.997 1.161 3.523
H 3.925 0.478 2.440
*
```

Results of the Mulliken charge analysis, in e, for atoms 1 through 8: number 1, Pt, carries 1.82; number 2, C, carries -0.95; number 3, C, carries -0.88; number 4, N, carries 0.15; number 5, C, carries -0.36; number 6, C, carries -0.55; number 7, C, carries 0.94; number 8, O, carries -0.78

=====

2.
Computed, not measured: a 9-piece molecular cluster, C38H45F4N9O6 overall, with ωB97M-V/def2-TZVPD.

Its SMILES is O=C(F)NC(=O)OC(=O)OC[C@@H](O)C(F)(F)F.c1cc[nH]c1.c1cc[nH]c1.c1cc[nH]c1.c1cc[nH]c1.c1cc[nH]c1.c1cc[nH]c1.c1cc[nH]c1.c1cc[nH]c1. The calculation puts the energy relative to the best compared isomer or geometry (same formula, charge and spin) at 14.17 kcal per mole. For the orbital gap, the calculation gives 8.117 eV.

ORCA input file:
```
! RIJCOSX wB97M-V def2-TZVPD def2/J DEFGRID3
* xyz 0 1
O 0.283 -3.066 4.189
C 0.394 -2.147 4.942
F 1.564 -1.578 5.161
N -0.693 -1.604 5.705
C -0.789 -0.183 5.694
O -1.348 0.415 6.569
O -0.194 0.428 4.605
C -1.082 1.006 3.742
O -2.264 1.107 3.935
O -0.484 1.499 2.648
C 0.477 0.652 2.005
C -0.071 -0.723 1.644
O -1.043 -0.623 0.647
C 1.109 -1.533 1.112
F 0.751 -2.718 0.697
F 1.756 -0.882 0.163
F 1.982 -1.726 2.101
H -0.466 -1.813 6.676
H 1.408 0.591 2.548
H 0.711 1.138 1.074
H -0.436 -1.290 2.484
H -0.628 -0.446 -0.197
C -0.210 6.569 1.260
C -1.506 6.490 1.838
C -1.741 5.172 2.133
N -0.641 4.454 1.754
C 0.295 5.296 1.221
H 0.291 7.457 0.914
H -2.185 7.306 2.018
H -2.592 4.686 2.580
H -0.536 3.461 1.853
H 1.238 4.917 0.865
C 4.954 -3.251 -1.313
C 3.665 -3.286 -0.714
C 3.396 -4.595 -0.409
N 4.467 -5.346 -0.807
C 5.422 -4.536 -1.357
H 5.477 -2.380 -1.672
H 3.009 -2.462 -0.513
H 2.539 -5.052 0.058
H 4.542 -6.340 -0.708
H 6.346 -4.941 -1.729
C -5.650 0.191 3.313
C -7.030 0.141 2.972
C -7.485 1.431 2.921
N -6.435 2.257 3.221
C -5.311 1.509 3.458
H -4.983 -0.645 3.436
H -7.619 -0.741 2.784
H -8.458 1.832 2.696
H -6.480 3.258 3.260
H -4.378 1.975 3.706
C 4.305 3.832 4.706
C 4.738 4.821 3.782
C 3.619 5.453 3.307
N 2.530 4.883 3.905
C 2.938 3.897 4.760
H 4.926 3.153 5.266
H 5.753 5.044 3.501
H 3.504 6.255 2.599
H 1.575 5.148 3.737
H 2.224 3.330 5.333
C 3.107 0.462 -4.918
C 2.292 -0.541 -5.511
C 2.257 -1.601 -4.645
N 3.019 -1.281 -3.556
C 3.538 -0.026 -3.711
H 3.348 1.428 -5.329
H 1.791 -0.489 -6.463
H 1.757 -2.552 -4.710
H 3.173 -1.878 -2.762
H 4.167 0.411 -2.955
C -1.933 -7.443 0.129
C -1.797 -6.123 0.639
C -0.683 -5.575 0.063
N -0.141 -6.513 -0.775
C -0.897 -7.653 -0.741
H -2.703 -8.155 0.372
H -2.445 -5.633 1.346
H -0.233 -4.607 0.175
H 0.683 -6.383 -1.329
H -0.636 -8.510 -1.337
C 3.780 -1.770 -10.337
C 3.499 -2.924 -9.557
C 3.714 -2.591 -8.246
N 4.116 -1.286 -8.204
C 4.157 -0.777 -9.473
H 3.712 -1.680 -11.408
H 3.175 -3.886 -9.917
H 3.615 -3.167 -7.342
H 4.343 -0.781 -7.367
H 4.448 0.244 -9.651
C -6.375 4.460 -1.595
C -7.201 3.405 -2.066
C -7.137 2.394 -1.143
N -6.305 2.797 -0.137
C -5.838 4.054 -0.402
H -6.196 5.407 -2.076
H -7.776 3.390 -2.976
H -7.610 1.428 -1.115
H -6.071 2.250 0.675
H -5.165 4.551 0.277
*
```

Results of the Mulliken charge analysis, in e, for atoms 1 through 8: number 1, O, carries -0.42; number 2, C, carries 0.62; number 3, F, carries -0.22; number 4, N, carries -0.19; number 5, C, carries 0.42; number 6, O, carries -0.50; number 7, O, carries -0.18; number 8, C, carries 0.62

=====

3.
Computed, not measured: C38H45N6O4Y as an isolated structure, with ωB97M-V/def2-TZVPD.

The calculation puts the energy relative to the best compared isomer or geometry (same formula, charge and spin) at 30.85 kcal per mole. For the orbital gap, the calculation gives 7.261 eV.

ORCA input file:
```
! RIJCOSX wB97M-V def2-TZVPD def2/J DEFGRID3
* xyz 2 1
Y -0.172 0.248 -0.042
C 1.406 3.207 6.616
C 1.316 2.826 5.164
C 2.387 2.922 4.313
C 2.262 2.609 2.939
C 3.206 2.921 1.937
N 4.511 2.979 2.023
C 5.362 2.364 3.054
C 4.996 0.898 3.280
C 5.031 0.044 1.996
N 3.816 -0.749 1.818
C 3.695 -1.972 2.245
C 2.515 -2.749 2.231
C 2.569 -4.019 2.850
C 1.456 -4.805 3.004
C 1.501 -6.160 3.652
C 0.248 -4.269 2.540
C 0.133 -3.039 1.908
C -1.205 -2.636 1.504
N -1.541 -1.576 0.880
C -2.978 -1.397 0.628
C -3.620 -0.414 1.598
C -3.159 1.026 1.416
N -1.721 1.184 1.689
C -1.422 1.708 2.813
C -0.088 2.046 3.299
C 0.082 2.413 4.618
C 1.035 2.086 2.424
O 1.005 1.669 1.224
C 1.294 -2.243 1.690
O 1.276 -1.119 1.062
H 2.428 3.455 6.896
H 0.780 4.074 6.832
H 1.070 2.392 7.257
H 3.321 3.317 4.695
H 2.804 3.137 0.949
H 4.993 3.339 1.212
H 6.384 2.454 2.691
H 5.307 2.927 3.984
H 5.690 0.498 4.019
H 4.004 0.830 3.725
H 5.140 0.662 1.105
H 5.876 -0.643 2.009
H 2.975 -0.343 1.399
H 4.586 -2.413 2.686
H 3.526 -4.368 3.224
H 2.499 -6.387 4.021
H 0.810 -6.216 4.494
H 1.221 -6.941 2.943
H -0.658 -4.851 2.680
H -1.989 -3.347 1.785
H -3.098 -1.017 -0.392
H -3.488 -2.363 0.667
H -4.699 -0.441 1.437
H -3.442 -0.741 2.627
H -3.334 1.366 0.392
H -3.736 1.680 2.074
H -2.230 1.975 3.501
H -0.783 2.388 5.275
C 2.044 0.144 -4.410
C 0.991 -0.581 -3.625
C 1.327 -1.702 -2.866
C 0.370 -2.405 -2.148
C 0.730 -3.681 -1.439
C -0.955 -1.947 -2.172
C -1.322 -0.827 -2.921
C -2.749 -0.347 -2.986
C -0.331 -0.159 -3.640
H 2.366 -0.451 -5.266
H 2.919 0.337 -3.788
H 1.672 1.097 -4.786
H 2.355 -2.047 -2.860
H 0.899 -4.480 -2.163
H -0.068 -4.010 -0.773
H 1.648 -3.572 -0.858
H -1.718 -2.513 -1.651
H -3.036 -0.149 -4.019
H -2.886 0.591 -2.437
H -3.442 -1.090 -2.593
H -0.605 0.710 -4.230
C -1.953 5.286 -2.575
N -0.986 4.225 -2.287
C 0.319 4.352 -2.640
C 1.250 3.406 -2.377
C 0.799 2.222 -1.715
O 1.536 1.237 -1.401
N -0.509 2.116 -1.383
C -1.434 3.091 -1.604
O -2.596 2.990 -1.246
H -1.620 5.840 -3.449
H -2.051 5.959 -1.725
H -2.919 4.832 -2.772
H 0.568 5.270 -3.156
H 2.277 3.519 -2.686
*
```

Results of the Mulliken charge analysis, in e, for atoms 1 through 8: number 1, Y, carries 0.10; number 2, C, carries -1.70; number 3, C, carries 0.07; number 4, C, carries -0.07; number 5, C, carries -0.21; number 6, C, carries -0.57; number 7, N, carries 0.01; number 8, C, carries -1.16

=====

4.
Computed, not measured: C38H46Cl6OP4Re as an isolated structure, with ωB97M-V/def2-TZVPD.

For the orbital gap (alpha / beta), the calculation gives 5.593 / 1.944 eV.

ORCA input file:
```
! RIJCOSX wB97M-V def2-TZVPD def2/J DEFGRID3
* xyz 2 4
P 1.468 1.106 -3.584
C 3.036 1.463 -2.931
C 3.875 0.787 -3.864
H 3.443 -0.026 -4.444
C 5.149 1.278 -4.105
H 5.748 0.816 -4.889
C 5.608 2.358 -3.330
H 6.604 2.733 -3.526
C 4.832 2.945 -2.315
H 5.239 3.779 -1.724
C 3.528 2.486 -2.075
H 2.896 2.901 -1.285
C 0.973 -0.579 -3.499
C 1.669 -1.686 -2.935
H 2.445 -1.517 -2.180
C 1.388 -2.971 -3.411
H 1.941 -3.842 -3.018
C 0.433 -3.134 -4.434
H 0.256 -4.122 -4.847
C -0.314 -2.054 -4.940
H -1.040 -2.172 -5.751
C -0.102 -0.793 -4.406
H -0.639 0.088 -4.770
C 0.236 2.357 -3.460
C 0.601 3.003 -4.668
H 1.506 2.636 -5.173
C -0.193 4.004 -5.192
H 0.089 4.446 -6.147
C -1.330 4.397 -4.456
H -1.941 5.189 -4.867
C -1.678 3.808 -3.227
H -2.572 4.152 -2.678
C -0.892 2.769 -2.706
H -1.138 2.304 -1.746
Re 0.115 0.073 2.224
C -1.610 -0.973 1.628
C -1.901 -1.417 0.349
H -2.340 -1.176 2.429
C -1.068 -0.855 -0.768
O -1.856 0.036 -1.557
H -1.441 0.331 -2.370
C -0.079 -0.184 0.078
H -0.584 -1.661 -1.369
C 0.595 0.790 0.626
Cl 2.169 1.623 2.459
P -1.265 2.006 2.382
P 1.669 -1.702 2.054
C -0.832 3.092 3.761
H 0.198 3.444 3.648
H -0.917 2.545 4.704
H -1.533 3.935 3.756
C -1.391 3.139 0.966
H -2.091 2.734 0.224
H -0.409 3.273 0.496
H -1.761 4.111 1.316
C -2.994 1.565 2.710
H -3.031 0.830 3.520
H -3.440 1.127 1.810
H -3.539 2.469 3.006
C 2.478 -1.979 3.638
H 1.766 -2.429 4.335
H 2.830 -1.027 4.049
H 3.322 -2.654 3.465
C 0.936 -3.301 1.617
H 0.517 -3.268 0.603
H 0.131 -3.516 2.330
H 1.716 -4.070 1.688
C 3.048 -1.552 0.887
H 3.427 -0.524 0.873
H 2.715 -1.837 -0.119
H 3.837 -2.238 1.225
P -3.239 -2.497 -0.132
C -3.836 -3.488 1.232
C -2.578 -3.553 -1.440
H -4.258 -2.843 2.017
H -3.017 -4.092 1.653
H -4.625 -4.163 0.861
H -2.245 -2.952 -2.301
H -3.356 -4.254 -1.779
H -1.726 -4.130 -1.050
C -4.530 -1.471 -0.848
H -4.880 -0.749 -0.097
H -5.374 -2.098 -1.172
H -4.112 -0.925 -1.706
H 1.182 1.454 0.024
Cl -1.195 -2.581 4.069
C -0.642 -1.253 5.054
C 0.102 -0.197 4.544
C 0.743 0.643 5.466
Cl 2.256 1.424 5.222
C 0.250 0.748 6.788
Cl 0.664 2.079 7.778
C -0.524 -0.312 7.299
Cl -0.850 -0.405 8.962
C -0.944 -1.349 6.428
Cl -1.771 -2.711 7.041
*
```

Results of the Mulliken charge analysis, in e, for atoms 1 through 8: number 1, P, carries -0.11; number 2, C, carries 1.25; number 3, C, carries -0.74; number 4, H, carries 0.41; number 5, C, carries -0.79; number 6, H, carries 0.43; number 7, C, carries -0.45; number 8, H, carries 0.41

=====

5.
Computed, not measured: C38H46ClF5OP4Re as an isolated structure, with ωB97M-V/def2-TZVPD.

The calculation puts the energy relative to the best compared isomer or geometry (same formula, charge and spin) at 96.36 kcal per mole. For the orbital gap (alpha / beta), the calculation gives 6.440 / 2.204 eV.

ORCA input file:
```
! RIJCOSX wB97M-V def2-TZVPD def2/J DEFGRID3
* xyz 2 4
P 1.672 1.075 -6.292
C 3.115 1.413 -5.249
C 4.107 0.716 -5.981
H 3.839 -0.161 -6.577
C 5.383 1.246 -6.118
H 6.033 0.822 -6.865
C 5.777 2.329 -5.329
H 6.782 2.748 -5.462
C 4.882 2.833 -4.394
H 5.234 3.616 -3.732
C 3.549 2.381 -4.316
H 2.936 2.750 -3.504
C 1.015 -0.543 -5.814
C 1.700 -1.593 -5.178
H 2.481 -1.398 -4.449
C 1.342 -2.910 -5.481
H 1.898 -3.727 -5.040
C 0.314 -3.198 -6.371
H 0.107 -4.226 -6.683
C -0.469 -2.149 -6.852
H -1.281 -2.343 -7.534
C -0.191 -0.836 -6.485
H -0.842 -0.025 -6.818
C 0.442 2.387 -5.829
C 0.654 3.212 -6.944
H 1.513 3.027 -7.598
C -0.257 4.171 -7.371
H -0.059 4.654 -8.314
C -1.373 4.464 -6.590
H -2.071 5.243 -6.931
C -1.545 3.763 -5.401
H -2.398 4.029 -4.778
C -0.669 2.722 -5.006
H -0.885 2.263 -4.046
Re 0.086 0.052 0.084
C -1.681 -1.096 -0.358
C -1.927 -1.424 -1.653
H -2.386 -1.430 0.412
C -1.035 -0.764 -2.695
O -1.852 0.177 -3.440
H -1.470 0.229 -4.361
C 0.004 -0.098 -1.918
H -0.462 -1.411 -3.340
C 0.453 1.067 -1.442
Cl 2.349 1.074 0.575
P -1.302 2.014 0.271
P 1.768 -1.705 -0.002
C -0.863 3.251 1.508
H 0.132 3.648 1.274
H -0.842 2.787 2.499
H -1.610 4.054 1.472
C -1.527 3.065 -1.212
H -2.212 2.582 -1.921
H -0.562 3.224 -1.710
H -1.931 4.040 -0.912
C -2.993 1.497 0.657
H -2.982 0.776 1.483
H -3.442 1.023 -0.224
H -3.572 2.384 0.942
C 2.669 -1.868 1.573
H 2.007 -2.274 2.346
H 3.008 -0.870 1.887
H 3.540 -2.519 1.425
C 1.033 -3.337 -0.305
H 0.553 -3.347 -1.291
H 0.274 -3.533 0.463
H 1.815 -4.106 -0.268
C 3.088 -1.594 -1.263
H 3.461 -0.564 -1.309
H 2.702 -1.892 -2.247
H 3.912 -2.265 -0.978
P -3.267 -2.567 -2.131
C -3.723 -3.475 -0.660
C -2.638 -3.646 -3.415
H -4.063 -2.771 0.118
H -2.852 -4.050 -0.300
H -4.541 -4.141 -0.973
H -2.271 -3.076 -4.281
H -3.484 -4.283 -3.710
H -1.826 -4.269 -3.011
C -4.586 -1.532 -2.756
H -4.981 -0.909 -1.940
H -5.362 -2.217 -3.125
H -4.206 -0.882 -3.559
H 1.016 1.869 -1.947
F -1.125 -2.381 2.049
C -0.733 -1.377 2.892
C -0.117 -0.236 2.393
C 0.368 0.606 3.390
F 1.075 1.716 3.069
C 0.203 0.370 4.762
F 0.711 1.227 5.672
C -0.502 -0.742 5.204
F -0.736 -0.953 6.508
C -0.974 -1.625 4.241
F -1.668 -2.717 4.619
*
```

Results of the Mulliken charge analysis, in e, for atoms 1 through 8: number 1, P, carries -0.22; number 2, C, carries 1.10; number 3, C, carries -0.77; number 4, H, carries 0.34; number 5, C, carries -0.72; number 6, H, carries 0.42; number 7, C, carries -0.44; number 8, H, carries 0.39

=====

Short version: strongest force on any atom = 3.1, 2.5, 0.6, 7.3, 9.2 eV/Å, in the order given.